1.
ORCA calculation (wB97M-V/def2-TZVPD) on C29H24N6O4STi as an isolated structure.

Positions of all 65 atoms, in Å:
Ti  1.14  -1.15  0.64
C  3.77  -3.62  2.80
C  2.53  -2.79  2.71
O  2.29  -2.31  1.47
C  1.72  -2.48  3.73
C  0.60  -1.59  3.44
C  0.49  -0.28  4.16
N  -0.25  -1.84  2.50
N  -0.39  -3.18  2.12
C  -0.42  -3.35  0.85
O  -0.16  -2.38  -0.03
C  -0.73  -4.69  0.29
C  -1.17  -5.72  1.12
C  -1.46  -6.96  0.59
C  -1.31  -7.19  -0.78
C  -0.87  -6.16  -1.61
C  -0.58  -4.92  -1.07
H  4.63  -3.04  2.45
H  3.67  -4.48  2.15
H  3.94  -3.95  3.82
H  1.98  -2.76  4.74
H  0.22  -0.49  5.19
H  -0.29  0.34  3.71
H  1.44  0.25  4.16
H  -1.28  -5.52  2.18
H  -1.80  -7.76  1.23
H  -1.54  -8.16  -1.19
H  -0.75  -6.34  -2.67
H  -0.24  -4.11  -1.71
C  -1.19  3.70  -6.03
O  -0.20  3.77  -5.02
C  -0.57  4.24  -3.81
C  0.44  4.28  -2.84
C  0.17  4.71  -1.56
C  -1.12  5.12  -1.23
C  -2.11  5.13  -2.20
C  -1.85  4.67  -3.49
N  -1.52  5.64  0.05
N  -1.18  5.14  1.13
C  -0.42  3.91  1.19
C  0.76  3.92  1.88
C  1.56  2.76  2.00
C  1.13  1.58  1.45
O  1.77  0.42  1.51
C  -0.12  1.56  0.79
N  -0.47  0.34  0.31
C  -1.64  0.19  -0.29
C  -2.53  1.27  -0.43
C  -2.19  2.50  0.04
C  -0.93  2.69  0.66
H  -0.70  3.29  -6.91
H  -1.59  4.69  -6.26
H  -2.01  3.04  -5.73
H  1.44  3.97  -3.12
H  0.97  4.75  -0.83
H  -3.09  5.51  -1.95
H  -2.64  4.67  -4.22
H  1.09  4.85  2.31
H  2.50  2.80  2.53
H  -1.87  -0.80  -0.65
H  -3.49  1.10  -0.90
H  -2.87  3.34  -0.05
S  4.33  -0.58  -2.52
C  2.99  -0.71  -1.69
N  1.97  -0.81  -1.09

Energy relative to the best compared isomer or geometry (same formula, charge and spin) ... 26.13 kcal/mol
2S+1 ... 1
HOMO level ... -8.10 eV
LUMO ... -0.92 eV


2.
ORCA calculation (wB97M-V/def2-TZVPD) on C21H25N3O2S3Se2Ta as an isolated structure in a non-equilibrium geometry.

Positions of all 57 atoms, in Å:
Ta  0.02  -0.50  0.17
O  1.09  -0.97  -1.76
C  1.26  -1.78  -2.93
C  0.10  -2.73  -3.15
C  0.27  -3.31  -4.57
O  0.25  -2.30  -5.55
C  0.12  -3.90  -2.18
Se  -0.40  -3.39  -0.38
C  -1.24  -2.00  -3.08
Se  -1.90  -1.79  -1.26
H  1.82  -0.32  -1.69
H  2.19  -2.35  -2.84
H  1.34  -1.12  -3.80
H  -0.52  -4.05  -4.74
H  1.23  -3.84  -4.63
H  -0.56  -2.34  -6.06
H  1.11  -4.36  -2.11
H  -0.60  -4.67  -2.47
H  -2.02  -2.56  -3.60
H  -1.18  -0.99  -3.51
N  -2.27  1.42  3.22
C  -2.70  2.65  2.69
C  -2.92  3.73  3.53
C  -3.36  4.93  3.01
C  -3.56  5.07  1.64
C  -3.31  4.00  0.80
C  -2.91  2.78  1.33
S  -2.74  1.39  0.28
N  -1.55  0.48  1.16
C  -1.54  0.51  2.48
C  -0.71  -0.47  3.08
C  -0.53  -0.64  4.47
C  0.21  -1.68  4.93
C  0.81  -2.55  3.99
C  0.67  -2.31  2.67
N  -0.08  -1.27  2.16
H  -2.13  1.40  4.21
H  -2.75  3.63  4.60
H  -3.54  5.77  3.67
H  -3.89  6.02  1.23
H  -3.45  4.10  -0.27
H  -0.99  0.05  5.17
H  0.36  -1.83  5.99
H  1.41  -3.39  4.31
H  1.19  -2.91  1.93
C  4.48  0.76  -0.53
C  2.98  0.77  -0.37
S  2.31  -0.34  0.83
C  2.16  1.64  -1.01
C  2.65  2.68  -1.98
S  0.42  1.70  -0.69
H  4.91  -0.11  -0.04
H  4.92  1.65  -0.08
H  4.79  0.73  -1.58
H  3.74  2.71  -2.03
H  2.30  3.67  -1.67
H  2.26  2.51  -2.98

Energy relative to the best compared isomer or geometry (same formula, charge and spin) ... 20.12 kcal/mol
2S+1 ... 1
HOMO level (spin up / spin down) ... -8.90 / -8.89 eV
Total charge ... +1
LUMO (spin up / spin down) ... -3.69 / -3.69 eV


3.
ORCA calculation (wB97M-V/def2-TZVPD) on C22H15Cl2N2O5Ru as an isolated structure in a non-equilibrium geometry.

Positions of all 47 atoms, in Å:
Ru  -0.21  0.31  -0.04
C  -0.82  1.71  -4.34
O  0.12  0.74  -4.87
C  0.84  -0.11  -4.18
C  1.69  -0.93  -4.96
C  2.47  -1.86  -4.37
C  2.46  -2.01  -2.95
C  1.68  -1.23  -2.14
C  1.85  -1.44  -0.70
N  1.61  -0.53  0.17
N  1.99  -0.76  1.48
C  1.15  -0.18  2.30
O  0.09  0.47  1.88
C  1.37  -0.26  3.75
C  0.41  0.25  4.62
C  0.61  0.18  5.99
C  1.76  -0.41  6.49
C  2.72  -0.92  5.63
C  2.53  -0.85  4.26
C  0.80  -0.26  -2.73
O  -0.04  0.46  -2.09
H  -1.17  2.23  -5.23
H  -0.31  2.39  -3.66
H  -1.63  1.20  -3.84
H  1.67  -0.78  -6.03
H  3.12  -2.49  -4.96
H  3.11  -2.75  -2.51
H  2.25  -2.41  -0.40
H  -0.49  0.71  4.22
H  -0.14  0.58  6.66
H  1.91  -0.46  7.56
H  3.62  -1.37  6.02
H  3.27  -1.25  3.58
Cl  -7.21  -2.12  0.02
C  -5.50  -1.85  -0.03
C  -4.64  -2.95  -0.13
C  -3.28  -2.78  -0.18
Cl  -2.24  -4.14  -0.31
C  -2.70  -1.48  -0.11
O  -1.41  -1.36  -0.13
C  -3.59  -0.38  -0.01
C  -3.13  0.96  0.03
O  -1.95  1.36  -0.01
C  -4.99  -0.58  0.03
H  -5.05  -3.95  -0.18
H  -3.89  1.75  0.11
H  -5.65  0.27  0.11

2S+1 ... 5
HOMO level (spin up / spin down) ... -11.17 / -11.19 eV
Total charge ... +1
⟨S²⟩ ... 6.038
LUMO (spin up / spin down) ... -3.94 / -6.12 eV


> 2S+1 of number 1 (C29H24N6O4STi)?

1


> Look up the 2S+1 of the second one.

1


Please write out number 1 again, unchanged.
ORCA calculation (wB97M-V/def2-TZVPD) on C29H24N6O4STi as an isolated structure.

Positions of all 65 atoms, in Å:
Ti  1.14  -1.15  0.64
C  3.77  -3.62  2.80
C  2.53  -2.79  2.71
O  2.29  -2.31  1.47
C  1.72  -2.48  3.73
C  0.60  -1.59  3.44
C  0.49  -0.28  4.16
N  -0.25  -1.84  2.50
N  -0.39  -3.18  2.12
C  -0.42  -3.35  0.85
O  -0.16  -2.38  -0.03
C  -0.73  -4.69  0.29
C  -1.17  -5.72  1.12
C  -1.46  -6.96  0.59
C  -1.31  -7.19  -0.78
C  -0.87  -6.16  -1.61
C  -0.58  -4.92  -1.07
H  4.63  -3.04  2.45
H  3.67  -4.48  2.15
H  3.94  -3.95  3.82
H  1.98  -2.76  4.74
H  0.22  -0.49  5.19
H  -0.29  0.34  3.71
H  1.44  0.25  4.16
H  -1.28  -5.52  2.18
H  -1.80  -7.76  1.23
H  -1.54  -8.16  -1.19
H  -0.75  -6.34  -2.67
H  -0.24  -4.11  -1.71
C  -1.19  3.70  -6.03
O  -0.20  3.77  -5.02
C  -0.57  4.24  -3.81
C  0.44  4.28  -2.84
C  0.17  4.71  -1.56
C  -1.12  5.12  -1.23
C  -2.11  5.13  -2.20
C  -1.85  4.67  -3.49
N  -1.52  5.64  0.05
N  -1.18  5.14  1.13
C  -0.42  3.91  1.19
C  0.76  3.92  1.88
C  1.56  2.76  2.00
C  1.13  1.58  1.45
O  1.77  0.42  1.51
C  -0.12  1.56  0.79
N  -0.47  0.34  0.31
C  -1.64  0.19  -0.29
C  -2.53  1.27  -0.43
C  -2.19  2.50  0.04
C  -0.93  2.69  0.66
H  -0.70  3.29  -6.91
H  -1.59  4.69  -6.26
H  -2.01  3.04  -5.73
H  1.44  3.97  -3.12
H  0.97  4.75  -0.83
H  -3.09  5.51  -1.95
H  -2.64  4.67  -4.22
H  1.09  4.85  2.31
H  2.50  2.80  2.53
H  -1.87  -0.80  -0.65
H  -3.49  1.10  -0.90
H  -2.87  3.34  -0.05
S  4.33  -0.58  -2.52
C  2.99  -0.71  -1.69
N  1.97  -0.81  -1.09

Energy relative to the best compared isomer or geometry (same formula, charge and spin) ... 26.13 kcal/mol
2S+1 ... 1
HOMO level ... -8.10 eV
LUMO ... -0.92 eV